# 1
3 unconnected molecules or ions with the total composition C3H14N2O3 at a distorted geometry, computed with ωB97M-V with the def2-TZVPD basis set.

CARTESIAN COORDINATES (ANGSTROEM)
N -1.33544 2.14545 -0.85775
C -1.48492 0.84251 -1.52484
C -0.23337 -0.08869 -1.44537
N 0.39007 -0.17985 -0.14661
C 1.44081 -1.23265 -0.02615
O 2.66042 -0.65923 0.37385
H -2.15535 2.29512 -0.28872
H -0.52852 2.19207 -0.25175
H -1.74627 0.94665 -2.59542
H -2.32959 0.30852 -1.03103
H -0.61502 -1.05569 -1.78455
H 0.40266 0.21925 -2.30806
H 0.91949 0.69795 -0.05799
H 0.92588 -1.98285 0.55616
H 1.66097 -1.63603 -1.02082
H 2.85171 -0.76692 1.30280
O -1.46482 -2.09908 0.38173
H -1.07265 -1.21189 0.48969
H -1.21230 -2.57918 1.16885
O 0.13186 1.41381 2.60587
H -0.22367 0.77036 1.96218
H 0.62459 1.93698 1.96462

Computed properties:
Kohn-Sham gap   9.933 eV
Total charge   0
Structure (SMILES)   NCCNCO.O.O
Energy above the lowest of the compared OMol25 structures with the same formula, charge and spin   32.8 kcal/mol
Lowest unoccupied orbital energy   0.513 eV


# 2
A gas-phase ion, C7H15N4OS (charge +1) at a distorted geometry, computed with ωB97M-V with the def2-TZVPD basis set.

CARTESIAN COORDINATES (ANGSTROEM)
C -4.03356 -0.11369 -0.30613
S -2.71985 -0.75486 0.76565
O -1.48850 0.39306 0.55125
C -0.58073 0.13219 -0.52582
N -1.23760 0.34175 -1.78037
N 0.45444 1.29082 -0.41643
C 1.59558 1.05596 0.29076
C 2.68077 2.03320 0.13214
N 1.75380 -0.02676 1.05471
C 0.92841 -0.99566 0.85003
N 0.80614 -1.87546 1.81694
C 0.13659 -1.14341 -0.37804
C 1.03106 -1.38458 -1.63235
H -3.60833 0.18802 -1.25814
H -4.68540 0.62776 0.34015
H -4.66202 -0.94605 -0.28100
H -1.73897 1.18656 -1.80461
H -1.93863 -0.27168 -2.03860
H 0.21756 2.14892 -0.81117
H 3.44600 2.07060 0.87599
H 2.28237 3.01626 0.24013
H 3.08357 2.05749 -0.93756
H 0.27616 -2.79887 1.68316
H 1.20724 -1.61850 2.67664
H -0.67750 -1.82705 -0.30254
H 1.70137 -0.56699 -1.63582
H 0.48071 -1.18020 -2.51441
H 1.44716 -2.44293 -1.52948

Computed properties:
Kohn-Sham gap   8.522 eV
Total charge   +1
Structure (SMILES)   CSO[C@@]1(N)NC(C)=NC(=[NH2+])[C@@H]1C
Energy above the lowest of the compared OMol25 structures with the same formula, charge and spin   2.3 kcal/mol
Lowest unoccupied orbital energy   -3.863 eV


# 3
A single C21H23N3O4 molecule at a distorted geometry, computed with ωB97M-V with the def2-TZVPD basis set.

CARTESIAN COORDINATES (ANGSTROEM)
C 0.61966 0.92166 -1.27328
O 0.13672 1.94562 -0.44351
C -1.10977 1.69035 0.16111
C -2.30765 1.83522 -0.80225
C -3.45159 2.64720 -0.18384
C -4.12740 1.86951 0.94299
C -4.59822 0.51001 0.43014
N -3.48098 -0.21309 -0.14390
C -3.02057 -1.30538 0.49442
O -3.55818 -1.76427 1.49080
C -1.79773 -1.98381 -0.02012
C -0.93657 -2.74254 0.81599
C 0.02200 -3.20860 -0.03697
C 1.26726 -4.01098 0.17363
O 2.41050 -3.35545 -0.32825
C 2.71830 -2.10385 0.13703
C 2.21255 -1.56022 1.33591
C 2.57403 -0.30319 1.73350
C 3.45736 0.47486 0.96047
N 3.78227 1.71049 1.38661
C 4.59384 2.42437 0.66116
C 5.16360 1.98222 -0.54873
C 4.85760 0.72802 -0.99849
C 3.97811 -0.07810 -0.24284
C 3.59217 -1.36987 -0.63219
O -0.24973 -2.77651 -1.27884
N -1.36684 -2.02210 -1.25765
C -2.86387 0.47286 -1.25278
H 0.01101 0.79557 -2.17528
H 1.62860 1.21197 -1.56063
H 0.66559 -0.03371 -0.73755
H -1.17839 2.43879 0.95460
H -1.10628 0.69290 0.62613
H -1.94107 2.36737 -1.68606
H -3.07265 3.59982 0.18926
H -4.18979 2.86321 -0.96057
H -3.42495 1.71642 1.76356
H -4.98210 2.42781 1.32679
H -5.36149 0.64273 -0.34431
H -5.00875 -0.09458 1.24019
H -1.04694 -2.89684 1.86774
H 1.21344 -4.94048 -0.40225
H 1.36741 -4.25688 1.23837
H 1.54206 -2.13679 1.95350
H 2.19053 0.12273 2.64699
H 4.82431 3.41124 1.04225
H 5.82898 2.63015 -1.09858
H 5.27117 0.34116 -1.91973
H 3.97604 -1.79882 -1.54509
H -3.63439 0.63890 -2.01521
H -2.08917 -0.15711 -1.68428

Computed properties:
Kohn-Sham gap   8.688 eV
Total charge   0
Structure (SMILES)   COC[C@@H]1CCCN(C(=O)c2cc(COc3ccc4ncccc4c3)on2)C1
Energy above the lowest of the compared OMol25 structures with the same formula, charge and spin   88.6 kcal/mol
Lowest unoccupied orbital energy   0.195 eV


# 4
A molecular structure, C16H18N2O3S2 at a distorted geometry, computed with ωB97M-V with the def2-TZVPD basis set.

CARTESIAN COORDINATES (ANGSTROEM)
C -3.47473 -2.23187 -2.03577
C -3.69220 -2.90534 -0.79272
H -4.75009 -3.03724 -0.73530
H -3.19729 -3.84024 -0.69223
O -3.54894 -2.19226 0.15191
C -2.36535 -2.01469 0.76956
O -1.49404 -2.71307 0.44993
C -2.19927 -0.83521 1.66476
C -2.24460 0.48856 0.98538
C -3.25509 1.13770 0.73815
S -2.91248 2.79784 -0.12155
C -1.26878 2.17690 -0.09706
N -0.98817 0.80503 0.54354
N -0.17293 2.93947 -0.51703
C 1.18678 2.68297 -0.65337
O 1.80878 3.65638 -0.56208
C 1.76382 1.19933 -0.29832
C 1.20175 0.08701 -0.65498
C 2.21756 -0.81597 -0.51296
C 3.24459 -0.45394 0.25817
S 3.27105 1.20801 0.24734
C 4.25999 -1.29957 0.74264
C 4.22081 -2.65124 -0.01972
C 2.72497 -3.20972 0.23194
C 1.83512 -2.19506 -0.97795
H 2.05149 -2.52376 -1.81778
H 0.81098 -2.77829 -0.48600
H 2.53800 -3.08550 1.07931
H 2.62948 -4.32380 -0.18777
H 4.51725 -2.72597 -1.06300
H 4.92740 -3.36224 0.33702
H 4.30402 -1.53011 1.54946
H 5.37766 -0.91180 0.36515
H 0.26860 -0.12333 -1.24345
H -0.50930 3.72138 -0.82010
H -4.27897 1.17625 1.00054
H -1.19921 -0.97420 2.12865
H -3.01828 -0.90707 2.74379
H -2.47843 -1.97881 -2.16820
H -3.91896 -2.76596 -2.84014
H -3.99506 -1.37561 -2.05666

Computed properties:
Kohn-Sham gap   8.409 eV
Total charge   0
Energy above the lowest of the compared OMol25 structures with the same formula, charge and spin   337.1 kcal/mol
Lowest unoccupied orbital energy   0.031 eV


# 5
A molecular structure, C44H42CaN8O4 at a distorted geometry, computed with ωB97M-V with the def2-TZVPD basis set.

CARTESIAN COORDINATES (ANGSTROEM)
Ca -1.41281 1.71046 -1.59549
C -3.39733 4.42527 5.15299
C -2.61172 3.99008 3.94735
C -1.31508 3.58331 4.01804
C -0.60443 3.18437 2.85415
C 0.67376 2.63137 2.98277
N 1.38896 2.14307 1.99905
C 2.62237 1.40407 2.22095
C 3.46512 1.30172 0.96146
C 2.90600 0.33626 -0.08615
N 3.60226 0.51730 -1.36538
C 3.91341 1.63065 -2.01238
C 3.37867 2.91487 -1.89975
C 4.22063 4.02730 -2.21339
C 3.74526 5.29758 -2.21031
C 4.61802 6.49776 -2.45833
C 2.33175 5.45716 -2.08259
C 1.44642 4.43673 -1.90460
C 0.03096 4.72373 -2.23379
N -0.70628 3.83202 -2.73557
C -1.96266 4.19614 -3.40167
C -3.18232 4.48689 -2.52337
C -4.02048 3.33855 -1.93999
N -3.48342 2.80452 -0.64433
C -3.32912 3.71659 0.21957
C -2.60931 3.59726 1.50914
C -3.22333 3.99759 2.66351
C -1.22906 3.19451 1.55480
O -0.57262 2.84026 0.54035
C 1.95511 3.08668 -1.65322
O 1.24953 2.13156 -1.28849
H -2.79958 4.34133 6.06016
H -4.29483 3.81762 5.28427
H -3.72199 5.46395 5.06121
H -0.80366 3.54654 4.97564
H 1.11052 2.55804 3.97731
H 0.93890 2.22248 1.06718
H 2.39016 0.40364 2.60246
H 3.19696 1.92125 2.99202
H 4.45357 0.94591 1.26185
H 3.59807 2.29495 0.53177
H 1.83148 0.43377 -0.21418
H 3.13744 -0.68575 0.21920
H 3.95805 -0.33119 -1.77519
H 4.71329 1.48173 -2.73547
H 5.27546 3.84077 -2.39274
H 5.62696 6.34140 -2.07715
H 4.21055 7.38510 -1.97320
H 4.69848 6.72067 -3.52502
H 1.92704 6.45565 -2.23122
H -0.24846 5.78816 -2.22253
H -2.19021 3.30755 -4.01630
H -1.78356 5.10174 -3.99716
H -3.86281 5.05163 -3.16798
H -2.89030 5.19420 -1.73490
H -3.99971 2.49579 -2.65037
H -5.02805 3.72292 -1.74376
H -3.72871 4.72625 0.05473
H -4.25393 4.33866 2.60161
C 0.55417 -11.79769 2.59683
O 0.62300 -11.29848 1.27407
C 0.40336 -9.97158 1.08935
C 0.46902 -9.52171 -0.22765
C 0.25891 -8.18886 -0.51231
C -0.02075 -7.27142 0.50183
C -0.08326 -7.73339 1.81071
C 0.12564 -9.07027 2.11248
C -0.25020 -5.84828 0.23505
N -0.49436 -4.93968 1.14724
C -0.64133 -3.76114 0.45218
C -0.48262 -3.96307 -0.89292
N -0.23361 -5.30722 -1.02590
C -0.58856 -2.91679 -1.85894
C -0.46468 -3.07439 -3.24290
C -0.62329 -1.98470 -4.06662
C -0.88265 -0.72948 -3.50023
N -0.95227 -0.57567 -2.18518
C -0.84735 -1.61908 -1.36504
C -1.05991 -1.38275 0.06597
N -1.38984 -0.13571 0.47843
C -1.69977 0.02814 1.74833
C -1.61603 -0.98469 2.71225
C -1.22499 -2.23869 2.32256
C -0.96300 -2.46211 0.96836
H 0.75190 -12.86311 2.52596
H -0.43687 -11.63961 3.02955
H 1.30608 -11.33004 3.23754
H 0.68480 -10.23760 -1.00910
H 0.31701 -7.87270 -1.54697
H -0.30198 -7.02351 2.59675
H 0.06824 -9.39670 3.14035
H -0.08195 -5.80513 -1.88363
H -0.27161 -4.05791 -3.65898
H -0.57259 -2.08797 -5.14197
H -1.15851 0.19298 -4.03305
H -2.08350 0.98455 2.08132
H -1.88007 -0.76210 3.73766
H -1.14952 -3.06960 3.01216
O -2.45644 1.39676 -3.33309

Computed properties:
Kohn-Sham gap   3.860 eV
Total charge   0
Energy above the lowest of the compared OMol25 structures with the same formula, charge and spin   74.0 kcal/mol
Lowest unoccupied orbital energy   -0.397 eV


# 6
A molecular structure, C37H49BrN2P2PbS at a distorted geometry, computed with ωB97M-V with the def2-TZVPD basis set.

CARTESIAN COORDINATES (ANGSTROEM)
C 4.43876 -5.36719 -2.94990
C 4.94013 -4.28242 -2.20680
C 6.31219 -3.97549 -2.33431
C 7.04996 -4.63876 -3.32812
N 6.53811 -5.61996 -4.07126
C 5.26198 -5.97526 -3.91007
C 4.04126 -3.41781 -1.40823
C 2.92347 -2.75987 -1.37596
C 1.96818 -1.69927 -1.39260
C 0.60988 -1.64164 -1.84823
C -0.19688 -0.55897 -1.61463
C 0.17089 0.57123 -0.75242
C 1.58085 0.51047 -0.37800
C 2.40551 -0.50722 -0.75563
Pb 4.07915 -2.39768 0.51779
P -0.56022 2.25928 -1.32164
H 6.78140 -3.22463 -1.68965
H 3.41954 -5.71060 -2.78084
H 8.09498 -4.36828 -3.49516
H 4.85895 -6.78231 -4.52791
H 3.48706 -0.32185 -0.65987
H 0.22590 -2.48442 -2.42218
H 2.02966 1.22463 0.31090
H -1.24861 -0.59966 -1.91903
C -1.44581 3.56040 -0.36384
C -1.30264 5.02647 -0.80409
H -1.13534 3.43728 0.68322
H -2.50041 3.25954 -0.37972
H -2.19204 5.58074 -0.47297
H -0.41677 5.50259 -0.35951
H -1.24694 5.13851 -1.89395
C 0.99870 3.07512 -1.77364
C 1.66279 2.57776 -3.06023
H 1.67116 2.96729 -0.90471
H 0.71026 4.13386 -1.86190
H 2.68792 2.97709 -3.06277
H 1.76421 1.48152 -3.12943
H 1.11983 2.94658 -3.95129
C -1.54159 1.94871 -2.80262
C -2.09994 3.19327 -3.48594
H -2.35199 1.27880 -2.49136
H -0.89114 1.38881 -3.48604
H -2.68361 2.88130 -4.35921
H -2.77316 3.76177 -2.82881
H -1.32179 3.88862 -3.84180
Br -0.83016 0.82002 1.16206
P 3.14418 1.89567 3.16521
C 2.54122 3.03290 1.84913
C 2.72963 4.49876 2.24073
H 1.47844 2.80402 1.66534
H 3.10241 2.81781 0.92775
H 2.60915 5.14404 1.36759
H 1.99985 4.81781 2.98912
H 3.72984 4.66879 2.64643
C 1.60528 1.11589 3.79837
C 1.48305 1.32289 5.31811
H 1.62813 0.04727 3.53145
H 0.74296 1.54581 3.25994
H 0.44532 1.19069 5.63629
H 2.10102 0.60046 5.85930
H 1.79667 2.33215 5.60548
C 4.16211 0.62744 2.32965
C 5.65259 0.96877 2.45933
H 3.84752 0.57047 1.27562
H 3.92695 -0.33333 2.82034
H 6.27276 0.10144 2.20888
H 5.93265 1.79199 1.78968
H 5.90419 1.27662 3.48249
N -2.23203 -1.68846 1.04810
S -3.54131 -2.20703 1.67562
C -4.74851 -0.88496 1.85482
C -5.28525 -0.66136 3.13341
C -6.30670 0.27623 3.29499
C -6.78560 0.98783 2.18613
C -6.19996 0.81170 0.92871
C -5.15254 -0.10742 0.76711
C -4.45497 -3.37965 0.66871
C -4.75240 -3.10390 -0.66143
C -5.54377 -3.99783 -1.39034
C -6.04756 -5.14596 -0.77163
C -5.72046 -5.43628 0.55639
C -4.92369 -4.55161 1.28023
H -2.16754 -1.98798 0.07834
H -4.90191 -1.25208 3.97144
H -6.72404 0.44701 4.29004
H -7.58967 1.71154 2.32002
H -6.55606 1.38825 0.06967
H -4.66107 -0.22346 -0.20288
H -4.40691 -2.18483 -1.12711
H -5.77957 -3.78766 -2.43332
H -6.66900 -5.84328 -1.33862
H -6.09420 -6.34442 1.03243
H -4.68484 -4.73119 2.32527

Computed properties:
Kohn-Sham gap (spin up / spin down)   4.227 / 3.930 eV
Total charge   +2
Lowest unoccupied orbital energy (spin up / spin down)   -7.693 / -7.984 eV


no.,E (eV)
1,-12459.73713
2,-26338.32442
3,-34809.12518
4,-47663.84270
5,-84858.71094
6,-146824.85281